Molecular formula: C3H10N4
Method: DFT, ωB97M-V with the def2-TZVPD basis set

total charge	0
E_tot	-9228.903	eV
strongest force on any atom	0.04957	Eh/bohr

The geometry in XYZ format:
```
17
Properties=species:S:1:pos:R:3:forces:R:3:lowdin_charge:R:1
C -0.1175 2.1395 0.5790 -2.4 -0.7 -0.1 0.067
C -0.0770 -1.7715 -0.4271 -0.1 0.0 0.5 -0.025
N 1.1717 0.3777 -0.0786 -1.4 -1.1 0.4 -0.086
C 0.0539 -0.3289 -0.0009 2.2 0.4 -1.1 -0.454
N 2.3809 -0.1963 0.2666 0.9 -0.5 -0.1 -0.010
N -2.2470 0.1807 -0.2385 0.1 0.4 0.0 0.023
N -1.0029 0.4101 0.3622 1.0 1.5 0.6 -0.106
H 3.1211 0.1078 -0.3566 -0.2 0.1 0.0 0.070
H 2.4159 -1.2110 0.3225 -0.2 0.0 -0.1 0.054
H -2.8915 -0.2340 0.4244 0.1 0.1 0.0 0.077
H -2.2227 -0.3710 -1.0920 0.2 0.2 0.1 0.072
H -0.0055 2.5465 -0.4195 0.1 -0.1 0.1 0.042
H 0.7484 2.2729 1.2187 -0.1 -0.6 -0.2 0.039
H -1.0057 2.5069 1.0813 -0.1 0.3 -0.1 0.027
H -0.3295 -1.8324 -1.4900 0.0 0.1 0.1 0.080
H -0.8540 -2.2871 0.1414 0.1 0.0 0.0 0.075
H 0.8614 -2.3098 -0.2930 -0.1 0.0 0.0 0.056
```
Forces are in eV/Å.